Entry 1:
Here is C57H44ClN2O4PS6SbW as an isolated structure at a distorted geometry from the OMol25 dataset. Energies are from ωB97M-V with the def2-TZVPD basis set.

Summary:
total charge = -1
lowest unoccupied orbital energy = 0.504 eV
HOMO-LUMO gap = 4.5 eV
HOMO level = -4.04 eV

Cartesian coordinates (Å):
W -0.195 -0.027 0.526
C 1.770 4.003 5.734
C 1.269 2.618 5.326
C 1.141 1.732 6.572
O 0.019 2.747 4.686
C -0.060 1.749 3.703
C 1.403 1.529 3.276
O 2.149 2.037 4.368
C 1.878 0.074 2.921
O 1.152 -0.433 1.823
C 3.367 0.150 2.541
C 3.917 1.252 1.895
C 5.274 1.318 1.627
C 6.113 0.278 1.982
C 5.565 -0.852 2.561
C 4.208 -0.923 2.823
C 1.702 -0.804 4.153
C 0.629 -1.677 4.258
C 0.510 -2.525 5.347
C 1.454 -2.489 6.357
C 2.493 -1.577 6.290
C 2.619 -0.738 5.200
C -0.993 2.162 2.536
O -0.948 1.054 1.686
C -2.390 2.373 3.088
C -3.264 1.299 3.156
C -4.549 1.485 3.633
C -4.957 2.744 4.039
C -4.077 3.812 3.984
C -2.792 3.632 3.510
C -0.571 3.352 1.680
C 0.380 4.294 2.042
C 0.780 5.259 1.130
C 0.221 5.310 -0.134
C -0.779 4.414 -0.475
C -1.173 3.440 0.424
H 0.995 4.498 6.312
H 1.999 4.602 4.859
H 2.670 3.903 6.330
H 0.520 2.243 7.303
H 2.126 1.545 6.987
H 0.680 0.782 6.320
H -0.482 0.818 4.132
H 1.583 2.162 2.392
H 3.314 2.089 1.581
H 5.669 2.196 1.142
H 7.176 0.343 1.803
H 6.194 -1.691 2.820
H 3.806 -1.819 3.273
H -0.116 -1.706 3.474
H -0.319 -3.214 5.400
H 1.382 -3.161 7.199
H 3.217 -1.525 7.091
H 3.432 -0.030 5.152
H -2.940 0.321 2.812
H -5.232 0.651 3.681
H -5.965 2.898 4.396
H -4.394 4.796 4.297
H -2.098 4.458 3.460
H 0.808 4.273 3.032
H 1.555 5.958 1.409
H 0.573 6.017 -0.866
H -1.218 4.450 -1.461
H -1.955 2.731 0.155
S -1.243 -2.184 1.414
C -2.228 -2.629 0.018
C -2.095 -3.889 -0.522
C -2.669 -4.182 -1.763
C -1.766 -4.984 -2.552
N -1.249 -6.156 -2.518
C -3.601 -3.275 -2.304
C -3.814 -2.041 -1.697
C -3.012 -1.656 -0.631
S -2.812 0.015 -0.180
C -4.234 -3.595 -3.520
N -4.715 -3.876 -4.523
H -1.416 -4.592 -0.064
H -4.494 -1.327 -2.134
Cl -0.668 -1.588 -2.737
C -0.025 -3.195 -2.606
C -0.661 -4.289 -3.364
C -0.014 -5.699 -3.211
C 1.127 -5.749 -2.250
C 1.497 -4.705 -1.488
C 0.921 -3.392 -1.642
P 1.440 -1.917 -0.686
C 2.530 -2.771 0.524
C 1.902 -3.468 1.555
C 2.635 -4.256 2.420
C 4.004 -4.383 2.255
C 4.633 -3.701 1.230
C 3.906 -2.898 0.369
C 2.670 -1.170 -1.828
C 2.706 -1.431 -3.194
C 3.654 -0.813 -3.994
C 4.553 0.086 -3.444
C 4.516 0.357 -2.085
C 3.590 -0.277 -1.278
H -0.950 -4.005 -4.375
H 0.188 -6.255 -4.130
H 1.596 -6.715 -2.126
H 2.276 -4.837 -0.754
H 0.830 -3.403 1.671
H 2.131 -4.783 3.215
H 4.575 -5.008 2.923
H 5.700 -3.790 1.092
H 4.418 -2.376 -0.423
H 1.993 -2.110 -3.638
H 3.672 -1.029 -5.052
H 5.272 0.584 -4.077
H 5.198 1.074 -1.652
H 3.574 -0.074 -0.215
S 1.598 4.368 -2.985
Sb 1.532 2.082 -3.233
S 1.404 1.583 -0.243
S -0.204 1.202 -1.446
S 0.181 1.868 -5.096

***

Entry 2:
Here is C7H9O4PYb as an isolated structure at a distorted geometry from the OMol25 dataset. Energies are from ωB97M-V with the def2-TZVPD basis set.

Summary:
total charge = +3
lowest unoccupied orbital energy (alpha / beta) = -13.546 / -16.292 eV
expectation value of S² = 0.77
HOMO-LUMO gap (alpha / beta) = 7.3 / 4.6 eV
HOMO level (alpha / beta) = -20.87 / -20.87 eV
spin multiplicity = 2

Cartesian coordinates (Å):
Yb -1.246 -0.609 0.908
O 1.062 -5.202 3.863
C 1.267 -4.245 3.265
C -3.190 0.687 1.601
O -4.075 1.309 2.013
C -1.942 -1.037 -1.331
O -2.396 -1.390 -2.331
C -3.366 -1.711 0.879
O -4.345 -2.322 0.998
C 1.765 0.900 -2.300
P 0.633 0.627 -0.895
C 1.842 0.010 0.342
C 0.464 2.351 -0.317
H 2.235 -0.037 -2.620
H 2.536 1.625 -1.997
H 1.219 1.282 -3.174
H 2.785 0.575 0.241
H 1.465 0.125 1.376
H 2.062 -1.054 0.146
H 1.365 2.931 -0.569
H -0.375 2.808 -0.857
H 0.235 2.377 0.758